# 1
The following is a quantum chemistry calculation of the ion C20H38BrCl2FNO3 with charge +1 in a non-equilibrium geometry, from the Open Molecules 2025 dataset.

Computed properties:
charge	+1
SMILES string	CCCO[C@]1(CCCCl)[C@@H](Cl)[C@@H](CCCOC)[C@@H](COC)[C@@H](Br)[N@H+]1CCCF

XYZ file:
```
66
Properties=species:S:1:pos:R:3:forces:R:3:lowdin_charge:R:1
C -3.552 -3.038 0.797 -0.216 -0.623 0.246 -0.095
C -2.428 -4.030 0.556 0.049 0.502 0.038 -0.200
C -1.175 -3.428 -0.037 -0.090 -0.918 -0.123 -0.187
O -0.556 -2.490 0.855 -0.973 0.732 -0.127 -0.060
C -0.078 -1.274 0.357 1.575 -1.094 0.273 -0.401
C 0.897 -1.550 -0.801 -0.320 -0.067 -0.300 -0.116
C 1.880 -2.713 -0.648 0.442 0.093 -0.217 -0.265
C 2.228 -3.330 -2.009 -0.042 0.280 0.449 -0.563
Cl 1.577 -4.977 -2.168 -0.115 0.005 -0.220 0.593
C 0.493 -0.586 1.620 -0.191 0.227 0.382 -0.510
Cl 2.105 -1.188 2.069 0.066 0.095 -0.158 0.797
C 0.311 0.931 1.800 -0.244 0.042 -0.469 -0.229
C 1.102 1.938 0.946 0.298 -0.197 -0.121 -0.170
C 2.486 1.551 0.429 0.139 1.383 0.383 -0.178
C 3.193 2.839 -0.064 0.415 -0.652 -0.674 -0.202
O 3.782 2.628 -1.342 -0.395 0.175 0.094 -0.189
C 4.988 1.912 -1.270 0.378 -0.214 -0.118 -0.114
C -1.236 1.201 1.840 0.693 0.165 -0.670 -0.226
C -1.606 2.657 1.563 -1.186 0.167 0.988 -0.211
O -2.731 2.970 2.393 0.189 -0.108 -0.085 -0.228
C -2.546 4.140 3.184 -0.345 -0.179 -0.333 -0.078
C -1.996 0.149 1.031 -0.108 0.188 0.523 -0.563
Br -3.777 0.670 0.475 0.271 -0.039 -0.154 0.928
N -1.232 -0.407 -0.136 -0.634 0.532 -0.361 0.007
C -0.901 0.611 -1.186 -0.256 0.406 -1.023 -0.126
C -1.358 0.172 -2.579 -0.474 0.069 0.423 -0.140
C -0.577 0.874 -3.660 -0.313 0.134 -0.027 -0.199
F -1.162 0.560 -4.869 0.266 -0.140 -0.103 -0.020
H -3.650 -2.296 0.011 0.074 0.241 -0.133 0.042
H -4.487 -3.584 0.805 -0.310 -0.021 -0.005 0.083
H -3.490 -2.583 1.776 0.146 0.436 0.134 0.073
H -2.163 -4.552 1.466 -0.033 -0.120 0.261 0.122
H -2.776 -4.778 -0.146 0.083 -0.257 -0.225 0.121
H -0.489 -4.249 -0.205 0.406 0.000 -0.143 0.099
H -1.423 -3.043 -1.029 0.144 0.535 -0.038 0.130
H 0.290 -1.767 -1.675 -0.262 -0.128 -0.147 0.101
H 1.466 -0.680 -1.090 0.082 0.377 0.160 0.104
H 2.808 -2.340 -0.242 0.173 0.162 0.238 0.078
H 1.554 -3.481 0.033 -0.248 -0.129 0.201 0.089
H 3.300 -3.382 -2.126 0.210 -0.239 -0.081 0.073
H 1.847 -2.700 -2.803 -0.139 -0.164 -0.347 0.070
H -0.096 -0.996 2.428 -0.338 -0.229 0.110 0.110
H 0.616 1.112 2.821 0.320 -0.091 0.291 0.145
H 1.268 2.807 1.573 -0.005 0.190 0.278 0.120
H 0.540 2.345 0.115 -0.307 -0.056 -0.201 0.101
H 3.076 1.172 1.249 0.109 -0.608 0.001 0.084
H 2.483 0.892 -0.429 -0.074 -0.449 0.059 0.094
H 3.990 3.125 0.619 -0.050 0.250 0.348 0.126
H 2.491 3.657 -0.178 -0.094 0.194 -0.045 0.122
H 5.222 1.549 -2.261 -0.016 -0.024 -0.279 0.089
H 5.827 2.531 -0.948 -0.029 0.206 0.169 0.094
H 4.940 1.042 -0.611 -0.162 -0.059 0.132 0.085
H -1.547 1.033 2.860 -0.208 -0.068 0.318 0.156
H -1.926 2.843 0.541 0.302 0.054 -0.257 0.106
H -0.813 3.331 1.850 0.478 0.052 -0.206 0.115
H -2.245 4.969 2.548 0.216 0.208 0.076 0.093
H -1.850 3.976 4.005 0.279 0.000 -0.019 0.094
H -3.509 4.382 3.608 -0.255 0.026 0.114 0.091
H -2.149 -0.703 1.669 -0.176 -0.395 0.049 0.091
H -1.939 -0.986 -0.603 0.333 -0.508 0.151 0.127
H 0.135 0.913 -1.226 0.277 -0.401 0.528 0.113
H -1.476 1.494 -0.962 -0.061 0.293 0.344 0.100
H -1.372 -0.909 -2.703 0.308 -0.164 -0.139 0.118
H -2.387 0.498 -2.691 -0.329 -0.117 -0.085 0.123
H -0.677 1.950 -3.536 0.151 0.207 0.063 0.133
H 0.480 0.616 -3.659 0.122 -0.170 -0.187 0.128
```
Positions in Å, forces in eV/Å.



# 2
The following is a quantum chemistry calculation of a cluster of 3 separate species, C20H38ClN5S in total in a non-equilibrium geometry, from the Open Molecules 2025 dataset.

Computed properties:
SMILES string	CCNc1cc2nsnc2cc1Cl.CCN(CC)CC.CCN(CC)CC

XYZ file:
```
65
Properties=species:S:1:pos:R:3:forces:R:3:lowdin_charge:R:1
C -4.326 -2.032 1.190 0.447 -0.644 -0.345 -0.114
C -3.339 -2.689 0.010 -0.887 -0.549 1.502 -0.270
N -3.352 -1.831 -1.236 2.535 0.427 0.125 -0.090
C -1.968 -1.399 -1.669 2.249 1.692 0.815 -0.160
C -1.003 -0.613 -0.584 -0.208 -1.435 -3.988 0.051
C 0.515 -0.156 -1.004 -1.141 -0.233 0.637 -0.266
N 1.430 0.557 -0.027 -0.872 -2.860 -6.711 -0.268
S 2.880 0.739 -1.046 -3.948 -2.065 -1.526 0.836
N 2.440 0.002 -2.606 -4.331 -0.620 2.543 -0.290
C 1.016 -0.500 -2.530 1.354 1.340 2.474 -0.213
C 0.060 -1.245 -3.653 -2.648 -0.320 2.563 -0.006
C -1.473 -1.719 -3.233 4.538 2.403 1.709 -0.464
Cl -2.525 -2.553 -4.518 1.697 1.427 2.346 0.502
H -5.323 -2.673 1.160 1.993 1.749 0.381 0.082
H -4.521 -0.878 0.971 0.331 -2.559 0.538 0.062
H -3.771 -2.145 2.241 -1.492 0.268 -2.280 0.085
H -3.755 -3.779 -0.231 0.907 2.375 0.369 0.118
H -2.288 -2.842 0.500 -1.820 0.524 -1.378 0.109
H -4.022 -1.029 -1.169 1.130 -0.979 0.000 0.095
H -1.452 -0.405 0.483 1.070 -0.477 -2.414 0.107
H 0.457 -1.464 -4.745 -0.895 0.570 2.667 0.104
C 9.417 -3.194 1.203 0.027 0.106 -0.023 -0.095
C 8.134 -3.219 0.374 -0.008 0.173 0.287 -0.271
N 7.180 -2.171 0.743 -0.389 0.023 0.075 -0.192
C 5.838 -2.384 0.193 0.043 -0.201 0.243 -0.255
C 5.686 -2.360 -1.323 -0.161 0.082 -0.329 -0.096
C 7.668 -0.793 0.683 0.289 -0.145 0.258 -0.250
C 8.237 -0.300 -0.643 0.038 0.276 -0.218 -0.089
H 9.195 -3.211 2.275 -0.033 0.057 -0.149 0.079
H 10.025 -4.074 0.973 -0.083 0.115 -0.021 0.072
H 10.024 -2.310 0.987 -0.040 -0.071 0.063 0.063
H 7.669 -4.198 0.545 -0.211 0.260 -0.087 0.117
H 8.394 -3.175 -0.689 0.100 -0.079 -0.143 0.097
H 5.145 -1.652 0.628 0.257 0.031 0.023 0.104
H 5.477 -3.356 0.552 0.197 0.045 0.030 0.110
H 5.774 -1.347 -1.724 0.045 -0.143 -0.019 0.048
H 4.691 -2.726 -1.599 0.077 0.041 0.031 0.070
H 6.416 -3.002 -1.825 -0.045 0.095 0.073 0.068
H 8.446 -0.673 1.447 -0.049 -0.146 -0.064 0.102
H 6.873 -0.106 1.002 -0.088 -0.316 -0.059 0.114
H 8.956 -1.000 -1.078 -0.079 0.014 0.046 0.068
H 8.765 0.648 -0.485 -0.041 -0.098 -0.004 0.073
H 7.452 -0.106 -1.376 0.114 -0.095 -0.022 0.053
C -6.910 5.620 1.365 -0.046 -0.076 0.071 -0.094
C -6.197 4.606 0.473 0.124 0.071 0.292 -0.270
N -5.308 3.704 1.208 0.384 -0.181 -0.067 -0.190
C -4.387 2.959 0.345 0.113 0.337 0.076 -0.250
C -4.993 1.980 -0.653 -0.034 -0.322 -0.234 -0.094
C -5.915 2.928 2.291 -0.109 0.370 0.153 -0.249
C -7.108 2.042 1.944 -0.172 -0.286 0.071 -0.088
H -6.196 6.175 1.983 -0.051 -0.142 -0.067 0.080
H -7.450 6.344 0.747 0.052 -0.130 0.048 0.072
H -7.641 5.141 2.023 0.073 0.070 -0.022 0.064
H -5.601 5.184 -0.245 0.111 -0.318 0.077 0.118
H -6.943 4.054 -0.110 -0.149 0.009 -0.121 0.097
H -3.657 2.424 0.966 -0.210 0.106 0.109 0.109
H -3.790 3.688 -0.219 -0.167 0.047 0.098 0.111
H -5.377 1.084 -0.160 -0.097 0.105 -0.055 0.035
H -4.223 1.649 -1.358 -0.010 0.059 0.026 0.068
H -5.797 2.430 -1.242 0.069 -0.071 0.103 0.072
H -6.233 3.626 3.075 0.031 0.037 -0.165 0.103
H -5.149 2.311 2.777 0.083 0.145 -0.284 0.114
H -7.863 2.567 1.352 0.089 -0.017 0.019 0.068
H -7.595 1.707 2.866 0.049 0.045 -0.091 0.074
H -6.804 1.144 1.403 -0.100 0.083 -0.052 0.049
```
Positions in Å, forces in eV/Å.



no.,LUMO level (eV),HOMO level (eV)
1,-2.263,-12.32
2,-1.770,-8.05